*one*
One molecule with the formula C11H21N3O3. Source: the OMol25 dataset; level of theory: ωB97M-V/def2-TZVPD.

CARTESIAN COORDINATES (ANGSTROEM)
N (-0.3965, 2.3077, -1.3722)
C (-1.0891, 3.0293, -0.2741)
C (-1.4930, 2.0937, 0.9120)
C (-2.7584, 1.0790, 0.7383)
C (-2.3463, -0.0095, -0.2687)
C (-1.9226, -1.3539, 0.3732)
N (-0.8406, -1.4080, 1.2910)
C (0.5034, -1.3886, 1.2920)
O (0.9894, -2.0843, 2.1731)
C (1.3747, -0.4827, 0.3698)
C (2.0724, -1.5156, -0.7644)
C (3.2730, -0.5560, -1.3294)
C (3.2913, 0.5567, -0.1552)
N (2.5755, 0.2961, 1.0165)
C (-1.6770, -2.4630, -0.6895)
O (-2.6119, -2.7992, -1.4317)
O (-0.4941, -3.1182, -0.5361)
H (0.3945, 2.8033, -1.6623)
H (0.1390, 1.5023, -0.9398)
H (-1.8864, 3.5079, -0.7135)
H (-0.3824, 3.8175, 0.1328)
H (-0.6443, 1.3994, 1.3310)
H (-1.7604, 2.6653, 1.8464)
H (-2.7643, 0.5358, 1.6741)
H (-3.7378, 1.5808, 0.5529)
H (-1.3449, 0.2556, -0.6560)
H (-2.9064, -0.2636, -1.1497)
H (-2.8314, -1.5948, 1.0109)
H (-1.0267, -1.9029, 2.1191)
H (0.7458, 0.3053, -0.1318)
H (1.2543, -1.7472, -1.4864)
H (2.3482, -2.4798, -0.3019)
H (4.3141, -0.7598, -1.4443)
H (2.7408, -0.0200, -2.0671)
H (4.3521, 0.9038, 0.0442)
H (2.5712, 1.2816, -0.3992)
H (2.6741, -0.1187, 1.9624)
H (-0.6992, -3.8555, -1.0666)

Summary:
orbital gap: 0.3375 hartree
net charge: 0
SMILES string: NCCCC[C@H](NC(=O)[C@@H]1CCCN1)C(=O)O
2S+1: 1

*two*
One molecule with the formula C11H21N3O3. Source: the OMol25 dataset; level of theory: ωB97M-V/def2-TZVPD.

CARTESIAN COORDINATES (ANGSTROEM)
N (5.6128, -1.1134, -0.2983)
C (5.1574, 0.2444, 0.4092)
C (3.6285, 0.1508, 0.6068)
C (2.7382, -0.4467, -0.6400)
C (1.2658, -0.6804, 0.0117)
C (0.4778, 0.4670, 0.3906)
N (-0.7611, -0.1325, 0.8178)
C (-1.5039, -0.9379, -0.1229)
O (-1.0682, -1.7336, -1.0669)
C (-3.0141, -0.7771, 0.3447)
C (-4.0535, -1.1482, -0.7344)
C (-5.1321, -0.0101, -0.7220)
C (-4.9276, 0.6984, 0.7654)
N (-3.3726, 0.7029, 0.7492)
C (0.2636, 1.8228, -0.5014)
O (-0.8028, 2.3610, -0.7901)
O (1.4249, 2.2507, -1.0628)
H (5.1731, -1.0903, -1.2809)
H (6.6983, -1.1096, -0.3129)
H (5.3163, 1.3470, 0.0644)
H (5.6869, 0.2153, 1.4552)
H (3.3463, 1.1670, 0.9471)
H (3.3122, -0.3926, 1.5709)
H (3.2211, -1.4608, -0.8125)
H (2.7845, 0.1135, -1.5296)
H (1.5016, -1.2098, 1.1377)
H (0.5831, -1.5120, -0.5186)
H (1.0958, 1.0750, 1.1987)
H (-1.4503, 0.6611, 1.1836)
H (-2.9792, -1.4436, 1.1800)
H (-3.6054, -1.2696, -1.7079)
H (-4.5551, -2.0727, -0.3478)
H (-4.9855, 0.6143, -1.5577)
H (-6.1703, -0.4196, -1.0166)
H (-5.2105, 1.7841, 0.9126)
H (-5.0973, 0.0891, 1.6450)
H (-2.8199, 1.3185, 0.2109)
H (2.2212, 1.8776, -0.5783)

Summary:
orbital gap: 0.3581 hartree
net charge: 0
SMILES string: NCCCC[C@H](NC(=O)[C@@H]1CCCN1)C(=O)O
2S+1: 1

Relative to the most stable structure, the computed energies are *one* 0.000; *two* 0.661, all in eV.

*one*
A 2-piece molecular cluster, H3O4PSi overall. Source: the OMol25 dataset; level of theory: ωB97M-V/def2-TZVPD.

CARTESIAN COORDINATES (ANGSTROEM)
O (0.3875, 1.2116, -1.7847)
O (0.3571, 2.1662, 0.5405)
O (-1.7190, 0.8516, -0.2465)
O (-0.5494, -2.0600, -0.0128)
Si (0.6183, -1.0084, 0.1981)
P (0.0211, 0.9825, -0.3445)
H (-1.8906, -0.0454, -0.2731)
H (1.9270, -1.2669, -0.3127)
H (0.8481, -0.8311, 2.2357)

Summary:
orbital gap: 0.2692 hartree
net charge: -2
2S+1: 1

*two*
A 3-piece molecular cluster, H3O4PSi overall. Source: the OMol25 dataset; level of theory: ωB97M-V/def2-TZVPD.

CARTESIAN COORDINATES (ANGSTROEM)
O (1.4384, -1.9550, -1.9286)
O (-0.4630, 6.0478, 2.2962)
O (1.0262, 6.2056, 0.3073)
O (-1.2646, -5.1693, 0.9128)
Si (0.0224, -1.9903, -1.4507)
P (0.9505, 5.8428, 1.7815)
H (-0.3985, -5.4551, 0.5079)
H (-0.1035, -0.9613, -0.4744)
H (-1.2079, -2.5653, -1.9521)

Summary:
orbital gap: 0.2237 hartree
net charge: -2
2S+1: 1

Relative to the most stable structure, the computed energies are *one* 0.000; *two* 1.209, all in eV.